[1]
129
Properties=species:S:1:pos:R:3 method="wB97M-V/def2-TZVPD" multiplicity=1 charge=-1 e_above_lowest_ev=5.650
C 1.65 -3.03 -2.55
C 0.38 -3.39 -1.56
C -0.17 -1.95 -0.92
O 0.75 -1.63 0.19
C -0.06 -1.32 1.38
In 1.11 -1.12 3.31
O 1.97 -3.01 3.75
C 3.00 -2.88 4.81
C 4.25 -3.93 4.45
O 5.51 -3.12 4.56
C 6.19 -3.18 3.23
C 7.67 -2.44 3.27
B -0.46 -0.61 4.93
O -1.92 -0.79 4.64
O 0.01 -0.10 6.24
P 3.01 0.56 3.23
O 3.07 1.46 4.57
O 4.60 -0.24 3.18
O 2.89 1.72 1.90
H 2.21 -4.06 -2.74
H 1.21 -2.57 -3.54
H 2.34 -2.21 -2.07
H 0.66 -4.06 -0.63
H -0.48 -3.91 -2.17
H -0.15 -1.18 -1.80
H -1.28 -2.14 -0.59
H -0.85 -2.20 1.55
H -0.73 -0.34 1.25
H 3.38 -1.78 4.96
H 2.61 -3.25 5.87
H 4.26 -4.87 5.15
H 4.10 -4.24 3.33
H 5.55 -2.72 2.36
H 6.39 -4.32 2.95
H 7.65 -1.49 2.56
H 8.47 -3.23 2.87
H 7.94 -2.08 4.36
H -1.94 -1.65 4.09
H 0.47 -0.91 6.67
H 5.17 0.21 3.89
H 3.72 1.52 1.34
Br 2.52 -0.47 -6.15
C 2.62 1.14 -5.06
C 3.44 0.91 -3.81
Br 2.42 -0.09 -2.48
H 1.59 1.45 -4.86
H 3.10 1.89 -5.70
H 3.68 1.86 -3.33
H 4.36 0.35 -3.99
Br -4.49 -2.96 5.76
C -5.00 -3.91 4.13
C -3.79 -4.28 3.31
Br -3.08 -2.73 2.35
H -5.71 -3.26 3.59
H -5.52 -4.80 4.47
H -4.05 -4.99 2.53
H -2.97 -4.68 3.91
Br 0.99 3.72 -6.51
C -0.81 3.81 -7.28
C -1.53 2.50 -7.12
Br -0.90 1.19 -8.42
H -0.69 4.13 -8.32
H -1.31 4.60 -6.72
H -2.60 2.62 -7.34
H -1.42 2.05 -6.13
Br 1.98 -7.35 4.96
C 2.45 -7.68 6.83
C 1.98 -6.56 7.72
Br 3.14 -5.00 7.57
H 3.53 -7.84 6.86
H 1.95 -8.62 7.08
H 2.04 -6.85 8.77
H 0.96 -6.22 7.50
Br -2.74 5.64 -3.92
C -1.99 7.35 -4.49
C -2.87 8.01 -5.53
Br -2.65 7.18 -7.28
H -0.97 7.15 -4.85
H -1.93 7.95 -3.58
H -2.57 9.05 -5.67
H -3.93 7.97 -5.28
Br -0.07 2.66 4.09
C 0.51 3.56 5.72
C 0.01 4.99 5.76
Br 1.06 6.14 4.58
H 1.60 3.48 5.76
H 0.07 2.98 6.54
H 0.13 5.42 6.76
H -1.04 5.09 5.45
Br -1.70 4.59 -0.46
C -2.24 6.33 0.22
C -3.69 6.34 0.64
Br -4.88 6.42 -0.91
H -2.01 7.07 -0.56
H -1.59 6.52 1.08
H -3.92 7.23 1.22
H -3.98 5.45 1.21
Br -3.15 -7.77 3.86
C -2.68 -8.10 5.73
C -3.15 -6.98 6.62
Br -1.99 -5.42 6.47
H -1.60 -8.26 5.76
H -3.19 -9.04 5.98
H -3.10 -7.27 7.67
H -4.17 -6.64 6.40
Br 3.54 5.58 -9.20
C 3.30 4.17 -10.54
C 3.08 2.83 -9.88
Br 4.75 2.09 -9.21
H 4.18 4.20 -11.19
H 2.42 4.48 -11.11
H 2.72 2.10 -10.62
H 2.38 2.87 -9.04
Br 0.53 5.39 -14.96
C 0.63 7.00 -13.87
C 1.45 6.77 -12.62
Br 0.43 5.77 -11.29
H -0.39 7.31 -13.67
H 1.11 7.75 -14.51
H 1.69 7.72 -12.13
H 2.37 6.21 -12.80
Br -8.84 -1.81 6.55
C -9.08 -3.21 5.22
C -9.31 -4.56 5.87
Br -7.63 -5.30 6.55
H -8.21 -3.19 4.57
H -9.96 -2.91 4.65
H -9.67 -5.29 5.14
H -10.00 -4.52 6.71

---

[2]
113
Properties=species:S:1:pos:R:3 method="wB97M-V/def2-TZVPD" multiplicity=1 charge=-1
C 0.91 4.40 1.80
C 0.86 3.59 3.19
N -0.06 2.38 3.13
Ta -2.06 3.21 2.81
N -2.94 1.26 2.33
C -2.06 0.32 2.49
S -1.36 -1.05 3.13
Si -4.38 4.34 2.15
C -3.92 5.95 1.17
C -5.32 4.69 3.79
C -5.27 3.09 0.98
H 0.27 5.33 1.86
H 0.56 3.80 0.91
H 1.97 4.76 1.55
H 0.52 4.31 4.00
H 1.93 3.32 3.43
H 0.27 1.87 2.29
H -1.61 3.39 1.00
H -1.46 4.94 3.20
H -2.57 3.02 4.58
H -2.95 6.31 1.64
H -4.67 6.78 1.30
H -3.74 5.75 0.06
H -6.08 3.87 4.01
H -5.90 5.66 3.76
H -4.58 4.73 4.65
H -6.09 3.60 0.38
H -5.65 2.17 1.53
H -4.50 2.72 0.23
O 3.74 2.38 1.97
C 4.66 3.09 2.30
O 4.44 4.16 3.09
C 5.48 4.94 3.68
C 5.95 6.01 2.72
C 6.04 2.85 1.77
H 6.29 4.31 4.05
H 5.04 5.42 4.56
H 6.38 5.57 1.82
H 6.70 6.65 3.19
H 5.10 6.63 2.40
H 6.13 3.32 0.79
H 6.19 1.78 1.66
H 6.84 3.21 2.42
O -6.78 2.44 -2.40
C -6.45 1.30 -2.60
O -7.37 0.37 -2.90
C -7.06 -0.96 -3.33
C -6.83 -1.88 -2.15
C -5.02 0.87 -2.42
H -6.22 -0.96 -4.03
H -7.93 -1.31 -3.90
H -5.98 -1.56 -1.55
H -6.65 -2.91 -2.49
H -7.70 -1.88 -1.49
H -4.84 0.66 -1.36
H -4.37 1.69 -2.73
H -4.74 0.01 -3.02
O 5.57 6.29 -0.91
C 4.43 6.03 -1.22
O 4.11 4.80 -1.66
C 2.77 4.34 -1.87
C 2.26 4.72 -3.24
C 3.36 7.09 -1.21
H 2.11 4.67 -1.06
H 2.81 3.25 -1.79
H 2.22 5.81 -3.36
H 1.26 4.32 -3.41
H 2.93 4.35 -4.02
H 3.40 7.66 -2.14
H 3.56 7.77 -0.38
H 2.36 6.71 -1.05
O -0.11 -5.49 0.00
C 0.59 -5.31 0.97
O 1.23 -6.34 1.55
C 2.23 -6.20 2.57
C 1.59 -6.10 3.94
C 0.70 -3.94 1.59
H 2.89 -5.37 2.35
H 2.84 -7.11 2.52
H 0.96 -5.22 4.03
H 2.36 -6.06 4.71
H 0.96 -6.97 4.13
H -0.14 -3.80 2.28
H 0.64 -3.20 0.80
H 1.63 -3.77 2.12
O -3.25 -1.78 -3.71
C -2.10 -2.08 -3.51
O -1.30 -2.39 -4.55
C 0.12 -2.58 -4.44
C 0.46 -3.99 -4.02
C -1.56 -2.20 -2.11
H 0.56 -1.83 -3.78
H 0.53 -2.39 -5.43
H 0.06 -4.23 -3.04
H 1.54 -4.14 -4.00
H 0.02 -4.71 -4.72
H -1.80 -3.19 -1.72
H -2.04 -1.44 -1.49
H -0.49 -2.03 -2.03
O 2.73 -7.03 -3.34
C 2.43 -7.88 -2.54
O 2.81 -9.15 -2.73
C 2.67 -10.19 -1.76
C 1.29 -10.82 -1.83
C 1.54 -7.55 -1.37
H 2.91 -9.83 -0.75
H 3.42 -10.95 -2.00
H 0.51 -10.10 -1.60
H 1.21 -11.65 -1.12
H 1.09 -11.20 -2.84
H 0.50 -7.59 -1.68
H 1.77 -6.55 -1.03
H 1.69 -8.20 -0.51

---

[3]
120
Properties=species:S:1:pos:R:3 method="wB97M-V/def2-TZVPD" multiplicity=1 e_above_lowest_ev=3.709
C -1.29 -1.73 8.89
C -0.07 -1.40 8.05
O 0.39 -2.23 7.27
N 0.47 -0.21 8.37
H -1.75 2.05 7.10
H -0.06 0.48 8.87
C 1.65 0.23 7.61
H -1.36 -1.00 9.71
H -1.13 -2.63 9.44
H -2.26 -1.86 8.42
H 1.98 -0.61 6.94
H 2.46 0.46 8.28
H 1.37 1.10 7.02
C 6.20 -2.73 -2.60
C 4.80 -3.31 -3.00
O 4.57 -4.50 -2.79
N 3.94 -2.40 -3.67
H -0.39 0.41 -3.46
H 3.99 -1.39 -3.58
C 2.81 -2.94 -4.41
H 6.01 -2.11 -1.68
H 6.50 -2.09 -3.42
H 6.90 -3.53 -2.43
H 1.82 -2.57 -4.24
H 2.91 -4.03 -4.15
H 3.17 -2.87 -5.48
C -0.87 1.22 4.97
C -2.21 1.76 5.37
O -2.52 1.83 6.67
N -3.07 2.08 4.41
H 5.05 5.14 2.85
H -2.56 2.52 3.52
C -4.09 2.97 5.01
H -0.90 0.15 5.26
H -0.07 1.76 5.50
H -0.65 1.09 3.93
H -4.96 2.51 5.40
H -4.44 3.57 4.14
H -3.62 3.73 5.71
C 3.04 0.59 -6.57
C 1.70 0.03 -6.95
O 1.18 0.26 -8.10
N 1.03 -0.77 -6.08
H 1.54 -1.10 -5.29
H -4.36 -1.09 -7.09
C -0.24 -1.34 -6.25
H 3.72 -0.14 -6.07
H 2.93 1.50 -5.95
H 3.63 0.96 -7.47
H -0.76 -0.93 -7.12
H -0.86 -1.29 -5.36
H -0.18 -2.42 -6.53
C 0.27 2.03 0.44
C 0.08 0.66 -0.16
O 1.02 -0.08 -0.18
N -1.07 0.24 -0.71
H -1.09 -0.74 -1.04
H -0.92 -0.87 1.10
C -2.26 0.99 -1.07
H 1.38 2.17 0.42
H 0.02 2.12 1.49
H -0.37 2.81 -0.05
H -2.29 1.91 -0.47
H -3.24 0.45 -0.97
H -2.28 1.34 -2.15
C 2.15 -2.87 0.76
C 1.71 -4.20 1.27
O 2.42 -5.03 1.62
N 0.13 -4.41 1.24
H -0.10 -4.66 2.22
H -0.30 -3.49 1.10
C -0.41 -5.22 0.08
H 3.12 -2.93 0.29
H 2.17 -2.26 1.64
H 1.39 -2.25 0.27
H 0.29 -6.08 0.08
H -0.26 -4.71 -0.84
H -1.43 -5.49 0.24
C -0.40 -3.91 -3.02
C -0.45 -2.65 -2.25
O 0.23 -1.71 -2.79
O -1.16 -2.57 -1.17
H -1.10 -4.54 -2.51
H 0.66 -4.27 -3.24
H -0.83 -3.68 -4.05
C -4.36 4.18 1.13
C -3.08 4.12 2.08
O -2.48 2.95 2.21
O -2.71 5.23 2.55
H -3.91 4.38 0.12
H -4.92 5.06 1.49
H -5.03 3.33 1.09
C -2.89 -1.35 2.39
C -1.45 -1.90 2.59
O -1.13 -2.77 3.34
O -0.48 -1.37 1.78
H -3.27 -1.70 1.44
H -2.93 -0.26 2.53
H -3.52 -1.76 3.14
C 1.28 2.97 -4.44
C 0.90 1.66 -3.86
O 1.72 0.76 -3.60
O -0.41 1.36 -3.87
H 0.52 3.69 -4.15
H 1.22 2.95 -5.52
H 2.26 3.28 -4.15
C -2.59 1.50 -6.54
C -3.59 0.44 -6.28
O -4.19 0.22 -5.28
O -3.89 -0.46 -7.45
H -1.54 1.14 -6.44
H -2.73 2.33 -5.84
H -2.60 1.94 -7.52
C 1.93 5.68 3.20
C 3.25 5.42 2.58
O 4.34 5.38 3.36
O 3.33 5.02 1.47
H 1.47 6.55 2.69
H 1.90 5.98 4.21
H 1.36 4.76 3.05

---

[4]
130
Properties=species:S:1:pos:R:3 method="wB97M-V/def2-TZVPD" multiplicity=1
C -12.00 -1.41 19.38
C -13.01 -0.35 19.16
C -12.81 0.49 17.86
O -14.07 0.38 17.21
C -14.90 -0.30 17.98
O -16.14 -0.49 17.73
O -14.34 -0.81 19.03
H -10.97 -1.03 19.29
H -12.12 -2.14 18.53
H -12.03 -1.98 20.29
H -12.98 0.34 19.99
H -12.11 -0.02 17.22
H -12.50 1.54 18.09
C -8.21 -1.44 20.31
C -8.38 -2.47 21.41
C -8.26 -1.93 22.86
O -9.31 -2.65 23.52
C -10.18 -3.15 22.59
O -11.19 -3.68 22.89
O -9.69 -3.04 21.38
H -8.39 -1.71 19.27
H -7.21 -1.03 20.38
H -8.89 -0.62 20.45
H -7.66 -3.23 21.20
H -8.42 -0.83 23.00
H -7.30 -2.23 23.30
C -19.55 -2.03 18.04
C -19.02 -3.13 18.96
C -17.79 -2.78 19.74
O -18.05 -3.18 21.10
C -19.38 -3.32 21.21
O -19.86 -3.58 22.31
O -20.02 -3.33 20.03
H -19.78 -1.22 18.75
H -20.52 -2.28 17.51
H -18.79 -1.68 17.32
H -18.97 -4.05 18.37
H -17.51 -1.73 19.63
H -17.00 -3.39 19.35
C -15.07 2.72 22.09
C -15.30 1.82 20.88
C -16.61 2.02 20.18
O -16.33 2.98 19.12
C -15.01 2.90 18.92
O -14.37 3.49 18.03
O -14.36 2.12 19.83
H -15.24 3.78 21.89
H -14.05 2.58 22.45
H -15.77 2.43 22.92
H -15.22 0.77 21.21
H -17.38 2.44 20.82
H -16.99 1.10 19.70
C -13.22 -4.41 16.68
O -14.37 -4.58 17.56
P -15.70 -5.29 17.08
O -16.78 -5.28 18.10
O -16.07 -4.66 15.68
C -16.69 -3.38 15.60
O -15.13 -6.75 16.59
C -16.12 -7.57 16.10
H -12.96 -5.39 16.34
H -12.46 -3.98 17.33
H -13.59 -3.86 15.85
H -16.36 -2.81 16.49
H -17.77 -3.45 15.66
H -16.32 -2.85 14.73
H -16.56 -7.15 15.20
H -16.95 -7.61 16.82
H -15.61 -8.52 15.96
C -7.55 -2.52 14.65
O -8.92 -2.58 14.23
P -10.04 -2.77 15.37
O -9.50 -2.23 16.64
O -11.31 -2.17 14.65
C -11.24 -0.72 14.29
O -10.43 -4.28 15.51
C -10.92 -5.03 14.40
H -7.40 -1.76 15.41
H -6.93 -2.47 13.78
H -7.38 -3.48 15.14
H -10.92 -0.19 15.17
H -12.24 -0.43 14.02
H -10.59 -0.52 13.44
H -10.22 -5.00 13.58
H -11.86 -4.57 14.12
H -11.05 -6.00 14.79
C -12.21 3.62 24.69
O -12.25 4.51 23.53
P -11.07 4.30 22.48
O -9.71 4.31 22.96
O -11.45 2.89 21.90
C -10.58 2.41 20.85
O -11.36 5.49 21.45
C -12.65 5.50 20.87
H -12.62 4.17 25.55
H -11.14 3.50 24.93
H -12.75 2.71 24.47
H -9.61 2.78 21.16
H -10.85 2.87 19.91
H -10.49 1.32 20.84
H -12.74 6.21 20.07
H -13.37 5.81 21.63
H -12.97 4.54 20.49
C -14.63 -3.66 21.07
O -15.08 -2.33 21.39
P -14.88 -1.84 22.89
O -14.96 -2.82 23.98
O -13.59 -0.90 22.74
C -12.70 -0.67 23.89
O -16.01 -0.72 23.06
C -17.29 -1.02 23.64
H -14.77 -3.85 20.01
H -15.27 -4.32 21.64
H -13.61 -3.79 21.44
H -12.56 -1.65 24.34
H -13.35 -0.14 24.58
H -11.81 -0.15 23.53
H -17.59 -0.16 24.26
H -17.10 -1.91 24.25
H -17.97 -1.16 22.80
C -16.92 1.81 15.15
S -18.00 3.09 14.68
O -19.37 2.75 15.20
C -17.39 4.37 15.72
H -17.36 0.93 14.68
H -17.00 1.71 16.25
H -15.88 1.96 14.83
H -16.32 4.46 15.53
H -17.49 4.17 16.79
H -17.81 5.36 15.55

---

Number 1: LUMO level 1.30 eV, Kohn-Sham gap 5.9 eV. Number 2: LUMO level 1.73 eV, Kohn-Sham gap 5.8 eV. Number 3: LUMO level -0.68 eV, Kohn-Sham gap 7.8 eV. Number 4: LUMO level 0.08 eV, Kohn-Sham gap 8.6 eV.